Record 1
A 3-piece molecular cluster, C41H63F20N4O3 overall, computed with the ωB97M-V functional and the def2-TZVPD basis.

Geometry as XYZ:
```
131
Properties=species:S:1:pos:R:3:forces:R:3:lowdin_spin:R:1
F -15.908 1.503 1.712 0.1842 0.0272 -0.2324 0.00
F -7.987 4.472 1.948 0.1544 -0.0620 0.1793 0.00
F -15.325 3.569 0.022 0.1332 0.0212 0.0506 0.00
F -13.315 2.140 2.428 0.1235 0.1910 -0.2370 0.00
F -14.378 4.020 2.220 0.1556 -0.1988 -0.1255 0.00
F -10.951 3.371 -0.683 0.1394 0.0006 0.1425 0.00
F -9.949 3.029 2.671 -0.0364 0.0568 -0.3616 0.00
F -9.024 2.121 0.922 -0.1161 0.0781 0.0494 0.00
F -15.877 -0.363 -0.948 -0.2524 0.7887 0.1301 0.00
F -6.489 2.010 -0.127 0.3330 -0.0537 -0.4151 0.00
F -17.425 0.946 -0.144 0.6862 0.1134 -0.4464 0.00
F -11.502 1.741 0.649 0.1289 0.2319 0.1029 0.00
F -16.025 1.687 -1.659 -0.1740 -0.2704 0.3560 0.00
F -9.712 5.549 1.190 -0.2586 0.1370 0.0747 0.00
F -12.665 4.826 0.260 0.0655 0.0271 0.0360 0.00
F -6.457 1.810 -2.298 0.3018 0.0182 0.5213 0.00
F -11.910 4.598 2.277 0.0374 -0.1493 0.1305 0.00
F -14.308 0.319 0.807 -0.0957 0.2728 -0.1773 0.00
F -13.616 2.470 -0.751 0.2643 -0.1174 0.0605 0.00
F -4.622 1.583 -1.151 -0.5503 0.1562 0.0159 0.00
O 0.759 0.643 3.333 -0.1308 0.8766 -0.8977 0.00
O 9.274 -4.846 -0.903 -0.0914 0.5915 0.1581 0.53
O 3.740 -0.863 0.122 -0.1349 0.2318 -0.5843 0.53
N 10.551 -4.649 -0.900 -1.0126 -1.6064 -0.3715 0.37
N 4.372 -1.841 -0.436 -0.1969 0.4082 1.9273 0.38
N -5.560 3.688 -1.423 0.4528 -0.0847 0.0008 0.00
N 0.101 1.188 1.193 0.1507 0.9360 -0.1973 0.00
C -2.139 1.964 1.744 -0.7355 0.1233 -0.5934 0.00
C -4.652 5.628 -0.110 0.4040 -0.8868 0.1868 0.00
C -0.960 2.145 0.818 0.8990 -0.4091 0.4869 0.00
C -11.147 3.043 0.616 -0.1735 -0.3195 -0.0597 0.00
C 5.734 -3.539 1.514 -0.0400 -0.0121 -0.0978 0.00
C 6.631 -2.505 -1.283 -0.0773 -0.2064 -0.0932 0.00
C -2.910 4.432 1.327 -0.5467 -0.0440 0.0299 0.00
C -14.409 2.627 0.322 -0.4929 0.2926 -0.0643 0.00
C -4.251 3.959 -2.162 0.0021 0.3283 -0.0339 0.00
C 5.845 -1.696 -0.236 1.1532 -0.1761 -0.8867 0.03
C 11.336 -6.309 -2.599 -0.1020 -0.4222 0.2584 0.02
C 10.141 -4.244 -3.301 -0.3863 0.0136 0.0824 0.00
C 6.254 -0.242 -0.445 -0.2991 0.3142 0.1117 0.00
C 0.650 1.515 2.493 0.1924 -1.3851 0.9910 0.00
C -13.597 3.135 1.565 -0.3412 0.2597 0.5113 0.00
C -9.790 3.166 1.344 0.1316 -0.3218 0.1580 0.00
C -3.242 5.025 -0.052 -0.1995 -0.0865 -0.2559 0.00
C 4.221 -3.623 1.316 0.3047 0.2294 0.3605 0.02
C 11.188 -5.407 0.218 1.0289 0.3532 0.9419 0.03
C 2.225 -2.992 -0.025 -0.1574 0.3794 0.0871 0.00
C -3.053 4.068 -1.251 0.1862 0.0144 -0.0138 0.00
C -3.299 2.962 1.582 0.4521 0.3928 0.2680 0.00
C 1.106 2.928 2.803 -0.6580 -0.2696 0.0476 0.00
C 6.248 -2.144 1.168 -0.2417 -0.1779 0.3863 0.02
C 11.106 -4.831 -2.275 0.9769 0.7852 -0.7509 0.03
C -5.778 2.225 -1.218 -0.2733 -0.6297 -0.2588 0.00
C 12.045 -7.087 -1.491 -0.0176 0.1007 0.0051 0.00
C 11.343 -6.881 -0.151 -0.0814 -0.2476 -0.3860 0.02
C -8.979 4.436 1.014 0.6097 -0.2542 -0.0608 0.00
C 1.211 1.223 0.201 -0.3100 -0.5451 0.2673 0.00
C 10.337 -5.277 1.477 -0.4267 0.0163 -0.0412 0.00
C 12.561 -4.810 0.583 0.0999 0.0525 -0.1491 0.00
C -7.079 5.324 -0.373 -0.0696 -0.8238 -0.7513 0.00
C -12.307 3.922 1.194 -0.3770 0.0756 -0.3673 0.00
C 12.417 -4.039 -2.435 0.1478 -0.0546 0.1624 0.00
C -16.160 0.905 -0.584 -0.1676 -0.7318 0.0382 0.00
C -5.757 4.575 -0.210 -0.0064 1.7279 0.6210 0.00
C 3.743 -3.143 -0.057 -0.3242 -1.1924 -0.8197 0.03
C 4.035 -4.212 -1.127 0.2182 -0.0267 -0.0384 0.00
C -8.349 4.468 -0.373 -0.3034 0.7845 0.0768 0.00
C -15.178 1.325 0.591 -0.2196 -0.4999 0.3019 0.00
H -3.844 2.939 2.518 -0.2873 -0.1084 0.1596 0.00
H 1.850 -2.589 -0.968 0.0315 0.0017 -0.0067 0.00
H -4.734 6.348 -0.914 -0.0979 0.2677 -0.1954 0.00
H -4.833 6.126 0.834 -0.1230 0.3744 0.0726 0.00
H -1.870 4.618 1.545 0.3697 -0.1383 0.0321 0.00
H 5.798 0.428 0.282 -0.0836 -0.0669 -0.0340 0.00
H 10.355 -7.350 -0.194 -0.0531 0.1117 -0.0038 0.00
H -1.844 1.951 2.787 0.3206 0.0888 0.1892 0.00
H 6.211 -2.369 -2.281 -0.0484 0.0146 0.0163 0.00
H 3.735 -3.024 2.093 -0.0222 0.0904 -0.0856 0.00
H 13.266 -4.485 -1.924 -0.0580 0.0160 0.0208 0.00
H 6.243 -4.297 0.913 0.0126 0.0356 -0.0266 0.00
H -2.563 5.854 -0.207 0.1639 0.2547 0.0247 0.00
H -4.003 2.634 0.827 -0.0030 -0.2057 -0.1809 0.00
H 1.492 0.201 -0.008 0.3118 -0.1823 -0.1467 0.00
H 9.900 -3.206 -3.066 0.0074 -0.0085 0.0271 0.00
H 1.891 -2.343 0.783 0.0646 0.0540 -0.0537 0.00
H 7.334 -0.155 -0.338 0.0530 -0.1177 -0.0288 0.00
H 0.246 3.592 2.764 -0.0771 0.2280 -0.0906 0.00
H -8.227 3.478 -0.789 0.1238 -0.2617 0.0837 0.00
H 5.975 -3.766 2.554 -0.0023 -0.0243 -0.0026 0.00
H -3.452 5.036 2.049 -0.0033 0.2300 0.1816 0.00
H 12.297 -3.017 -2.073 -0.0170 -0.0053 0.0365 0.00
H 3.827 -3.825 -2.126 0.0216 0.0359 -0.0003 0.00
H 0.898 1.701 -0.720 -0.1571 0.0933 -0.1434 0.00
H 10.371 -6.787 -2.794 -0.0573 0.0898 0.0643 0.00
H -7.029 5.826 -1.340 0.0576 0.1800 -0.1663 0.00
H -4.147 3.200 -2.923 0.0264 -0.3271 -0.0971 0.00
H -9.069 4.964 -1.012 -0.2627 0.0153 -0.1048 0.00
H -0.545 3.157 0.831 -0.2102 0.2954 -0.1432 0.00
H 3.886 -4.651 1.465 -0.0836 -0.0092 -0.0854 0.00
H 1.770 -3.969 0.129 0.0801 -0.0905 -0.0180 0.00
H 13.095 -6.791 -1.428 -0.0112 0.0285 0.0233 0.00
H 12.511 -3.721 0.630 -0.0165 0.0073 -0.0273 0.00
H 11.894 -7.391 0.642 0.0126 0.0841 0.0754 0.00
H 2.089 1.747 0.565 0.2034 0.1066 0.0698 0.00
H 12.692 -3.985 -3.488 -0.1176 -0.0381 -0.0514 0.00
H 1.857 3.289 2.118 0.2065 0.1071 -0.2225 0.00
H 5.859 -1.430 1.902 -0.0795 0.0399 -0.0838 0.00
H -4.422 4.889 -2.687 -0.1424 0.2808 -0.0342 0.00
H 10.829 -5.798 2.297 0.1260 -0.0023 -0.0236 0.00
H 9.348 -5.716 1.357 0.0150 0.0630 -0.0930 0.00
H 5.984 0.100 -1.446 -0.0219 -0.0109 -0.0019 0.00
H 13.359 -5.089 -0.100 -0.0535 0.0286 -0.0183 0.00
H -2.266 4.467 -1.879 0.2329 -0.0274 -0.2385 0.00
H -1.208 1.899 -0.206 -0.2278 -0.0237 -0.2640 0.00
H -2.533 0.976 1.532 -0.0253 -0.3360 0.2014 0.00
H 7.667 -2.170 -1.314 -0.0018 0.0982 0.0882 0.00
H -5.729 4.022 0.717 -0.1112 -0.6728 -0.1244 0.00
H 10.605 -4.269 -4.286 0.1209 -0.0215 0.0091 0.00
H 12.869 -5.168 1.565 -0.1174 -0.0471 0.0431 0.00
H 1.464 2.935 3.818 0.3050 0.0026 0.2446 0.00
H 9.211 -4.806 -3.361 0.0001 0.0344 0.1107 0.00
H -2.726 3.078 -0.971 0.0283 -0.1279 0.2534 0.00
H -6.282 3.964 -2.088 -0.2227 -0.1183 -0.0104 0.00
H 6.678 -3.570 -1.073 0.0043 0.0385 -0.0136 0.00
H 11.908 -6.382 -3.526 -0.0143 0.1058 -0.0436 0.00
H -7.128 6.121 0.351 -0.0596 0.1616 0.3649 0.00
H 10.218 -4.231 1.761 -0.0062 0.0094 -0.0257 0.00
H 5.056 -4.584 -1.109 -0.0275 0.0612 -0.0042 0.00
H 7.336 -2.116 1.252 0.0304 0.0344 -0.1185 0.00
H 3.395 -5.080 -0.969 -0.0898 0.0587 0.0856 0.00
H 12.046 -8.150 -1.740 0.0233 0.0013 -0.0135 0.00
```
Positions in Å, forces in eV/Å.

**Total charge**: +1
**Multiplicity**: 3
**LUMO energy (spin up / spin down)**: -2.9 / -2.9 eV

=====

Record 2
C25H28Cl2N4O2SSiTi as an isolated structure, computed with the ωB97M-V functional and the def2-TZVPD basis.

Geometry as XYZ:
```
64
Properties=species:S:1:pos:R:3:forces:R:3:nbo_charge:R:1
Ti 0.065 -0.388 -0.376 0.2565 -0.3013 -0.1335 1.49
Cl 1.465 -4.823 -2.479 -0.0014 -0.0089 0.0509 0.01
Cl 2.187 -4.106 0.273 0.0060 -0.0118 0.0002 0.00
S 0.579 -0.365 -2.825 0.1505 -0.0014 0.0038 -0.29
Si 2.163 -1.206 4.311 -0.0125 0.0273 -0.0261 1.61
O -0.467 -2.200 -0.486 -0.0448 0.3185 0.2040 -0.76
O -0.958 -4.351 -0.747 -0.0435 0.0711 -0.0394 -0.56
N 1.971 0.050 -0.712 -0.0990 -0.0654 0.1605 -0.71
N 0.065 1.864 -0.900 -0.0313 0.0548 -0.0249 -0.46
N -1.975 -0.004 -1.422 0.1337 -0.0021 -0.0549 -0.48
N -1.150 0.715 1.115 -0.0691 -0.0349 0.2400 -0.47
C -1.242 2.661 2.470 -0.0146 0.0376 0.0033 -0.24
C 1.297 -3.630 -1.191 0.0372 0.0187 -0.0348 -0.32
C -0.761 1.962 1.376 -0.0074 0.0059 -0.0366 0.24
C 1.883 0.670 -2.030 -0.0795 0.0477 0.0732 0.01
C -1.209 2.304 -1.506 0.0127 -0.0021 0.0301 -0.25
C 4.293 0.262 -2.287 0.0656 -0.0200 0.0587 -0.18
C 1.407 -0.946 2.668 -0.1839 0.0132 -0.0229 -0.59
C 3.168 0.777 -2.782 -0.0349 -0.0384 -0.0444 -0.25
C 4.307 -0.406 -0.996 0.0026 0.0628 -0.0975 -0.36
C -3.711 -0.841 -2.823 -0.0015 0.0524 -0.0176 -0.25
C 3.167 -0.483 -0.285 -0.0290 0.0839 -0.0282 0.05
C -3.794 0.384 -3.464 -0.0188 -0.0465 -0.0133 -0.13
C -2.145 2.035 3.311 -0.0043 0.0032 0.0068 -0.13
C 1.254 2.049 -1.782 0.0743 -0.0464 0.0206 -0.23
C -2.027 0.110 1.920 -0.0093 0.0140 -0.0294 0.10
C -2.960 1.413 -3.059 -0.1156 -0.0025 0.0611 -0.25
C -2.773 -0.998 -1.817 -0.0132 -0.0132 0.0240 0.08
C 0.259 2.505 0.414 0.0063 -0.0183 -0.0007 -0.26
C 2.039 0.395 5.271 0.0024 0.0567 0.0460 -1.10
C -2.076 1.186 -2.020 0.0466 -0.0121 -0.0446 0.26
C 3.951 -1.682 4.087 0.0697 -0.0140 -0.0157 -1.11
C 1.234 -2.555 5.205 -0.0422 -0.0546 0.0201 -1.10
C -0.175 -3.442 -0.792 0.0116 -0.0994 0.0041 0.78
C -2.554 0.739 3.028 -0.0111 0.0122 0.0189 -0.25
C 0.907 -0.804 1.563 0.0387 -0.0757 -0.3589 -0.35
H -2.620 -1.953 -1.331 0.0016 0.0099 0.0128 0.24
H -2.283 -0.912 1.667 0.0134 -0.0006 -0.0042 0.23
H 0.190 -2.271 5.352 0.0064 -0.0136 0.0054 0.23
H 3.125 -0.986 0.670 -0.0258 -0.0003 0.0072 0.23
H 4.032 -2.616 3.526 0.0096 0.0061 0.0045 0.24
H 5.214 -0.845 -0.607 0.0000 0.0030 -0.0075 0.22
H 4.448 -1.818 5.051 0.0053 -0.0060 -0.0142 0.23
H 1.731 -2.701 -1.547 -0.0294 0.0409 -0.0250 0.25
H 1.674 -2.759 6.184 -0.0059 -0.0001 -0.0057 0.23
H 0.993 0.683 5.399 0.0118 0.0075 0.0036 0.23
H -0.906 3.672 2.656 -0.0020 -0.0078 -0.0034 0.23
H 3.130 1.252 -3.756 -0.0118 -0.0262 -0.0057 0.21
H 1.249 -3.479 4.623 -0.0028 0.0013 0.0147 0.25
H -2.530 2.553 4.180 -0.0018 -0.0020 -0.0034 0.23
H 0.973 2.523 -2.722 -0.0554 -0.0149 -0.0056 0.21
H -4.334 -1.675 -3.112 0.0098 -0.0047 0.0049 0.23
H -1.790 2.837 -0.747 -0.0018 -0.0030 0.0124 0.22
H -1.026 3.019 -2.309 0.0279 -0.0046 -0.0161 0.22
H -2.981 2.376 -3.551 -0.0078 0.0021 0.0196 0.22
H 2.550 1.201 4.739 -0.0051 -0.0010 0.0117 0.24
H 0.197 3.597 0.351 0.0145 0.0170 -0.0033 0.21
H 1.979 2.688 -1.271 -0.0102 0.0264 -0.0096 0.21
H 1.254 2.231 0.774 0.0073 -0.0187 -0.0050 0.27
H -4.489 0.533 -4.280 0.0021 -0.0042 0.0043 0.22
H 2.491 0.302 6.261 -0.0085 0.0063 -0.0076 0.23
H 5.211 0.330 -2.859 0.0016 -0.0096 0.0126 0.21
H -3.259 0.220 3.661 0.0039 -0.0031 -0.0082 0.23
H 4.489 -0.911 3.531 0.0056 -0.0111 0.0080 0.24
```
Positions in Å, forces in eV/Å.

**Energy relative to the best compared isomer or geometry (same formula, charge and spin)**: 15.6 kcal/mol
**LUMO energy**: -0.4 eV

=====

Record 3
A 7-piece molecular cluster, ClH12O6 overall, computed with the ωB97M-V functional and the def2-TZVPD basis.

Geometry as XYZ:
```
19
Properties=species:S:1:pos:R:3:forces:R:3:nbo_charge:R:1
Cl -3.800 3.982 -7.892 -0.0432 0.1173 0.1214 -0.92
O -3.162 1.206 -9.405 -0.0330 0.0248 -0.1351 -0.97
O -4.199 6.168 -5.097 0.0138 0.0041 0.0465 -0.97
O -6.887 4.712 -7.360 -0.0562 -0.2092 -0.0274 -0.97
O -1.030 4.649 -9.453 0.0128 -0.0735 0.0764 -0.97
O -5.314 4.791 -10.731 -0.0774 0.1009 0.0188 -0.96
O -3.264 2.604 -5.025 -0.0374 -0.0928 -0.0543 -0.98
H -3.302 2.167 -9.340 0.0263 -0.1788 0.0878 0.50
H -3.754 3.275 -4.540 0.0415 0.0699 -0.0371 0.46
H -3.361 2.879 -5.956 0.0157 0.0479 0.1307 0.50
H -6.040 4.275 -7.571 -0.0324 0.2314 0.0466 0.50
H -3.422 0.899 -8.532 0.0026 0.0619 0.0351 0.46
H -4.105 7.099 -5.316 -0.0233 -0.0063 -0.0193 0.46
H -5.859 4.001 -10.682 0.0194 -0.0148 0.0381 0.46
H -6.960 4.625 -6.405 0.0678 0.0402 0.0094 0.46
H -4.034 5.711 -5.934 -0.0029 -0.1795 -0.1483 0.50
H -4.948 4.868 -9.836 0.1031 -0.0992 -0.1036 0.49
H -1.821 4.329 -8.979 0.0213 0.1838 -0.1004 0.50
H -0.315 4.515 -8.825 -0.0184 -0.0280 0.0147 0.45
```
Positions in Å, forces in eV/Å.

**Energy relative to the best compared isomer or geometry (same formula, charge and spin)**: 2.5 kcal/mol
**Total charge**: -1
**LUMO energy**: 3.4 eV

=====

The following max |F| values (in eV/A) correspond, in order, to the records above: 1.980 0.418 0.238.